1.
Molecular formula: C22H47IN4O7P
Method: DFT, ωB97M-V with the def2-TZVPD basis set

Geometry as ORCA input:
```
! wB97M-V def2-TZVPD RIJCOSX def2/J DEFGRID3
* xyz 1 1
I -0.5753 1.2567 1.5417
P 0.3692 4.4934 -4.7766
O -0.1695 3.3848 -5.7987
O 1.2331 5.2685 -5.8743
O 0.0255 5.8493 -3.9721
O -5.0509 -2.4373 2.6246
O 1.0913 3.6906 -3.7491
O 2.0906 0.7905 4.7446
O -3.2897 -3.7057 3.1953
N 2.7068 -1.7962 0.5968
N 0.8176 -1.1232 -0.5898
N 4.7148 -2.1963 -0.7805
N 0.6303 -2.2190 1.5459
C 2.4972 -0.4145 4.1206
C 1.0488 0.2952 -0.8639
C -4.4353 -2.3844 0.2592
C -0.2120 -1.8992 -1.2848
C -0.6045 5.7653 -2.6825
C -5.0850 -3.4230 4.7384
C -4.0423 -1.3967 -0.8556
C 0.8445 0.7136 5.4029
C -2.7847 -1.8550 -1.6079
C 0.8266 2.6928 -6.5639
C 3.4400 -0.0501 2.9894
C -1.2922 1.2523 -1.4618
C -4.2527 -1.7690 1.6430
C 4.2428 -1.2355 2.4590
C -4.3625 -3.2298 3.4616
C -1.6089 -1.9777 -0.6319
C 3.6049 -1.3377 -0.5071
C 2.3807 6.0244 -5.4711
C -4.4595 -3.2600 5.8981
C 3.3667 -2.3093 1.7995
C -0.0607 1.2841 -0.5400
C 1.4018 -1.6981 0.5012
H 0.5429 -0.3134 5.6247
H -5.0273 -3.0099 6.7860
H -3.8131 -3.2803 0.2186
H 1.3049 0.4389 -1.9207
H 0.3520 -3.1791 1.3420
H 4.4731 -3.1776 -0.7918
H 0.1681 -2.9153 -1.4194
H 5.4905 -2.0402 -0.1528
H -4.8654 -1.1769 -1.5328
H -1.3869 5.0093 -2.6590
H 0.0578 1.1810 4.7993
H -1.0427 6.7380 -2.4758
H -3.7823 -0.4507 -0.3635
H -2.5767 -1.1889 -2.4473
H 2.1118 7.0689 -5.3260
H 2.8772 0.4688 2.2057
H 1.9329 0.6089 -0.3085
H -0.2357 -1.6893 1.6009
H 3.0119 -1.2178 -1.4084
H 2.8097 5.6200 -4.5545
H -2.1863 0.9499 -0.9239
H -3.3948 -3.4101 6.0295
H -1.6996 -1.1891 0.1178
H -4.6041 -0.7351 1.6216
H 3.9865 -3.1721 1.5596
H -3.0330 -2.8307 -2.0377
H 3.1072 5.9486 -6.2764
H 0.1501 5.5339 -1.9330
H 4.6949 -1.7349 3.3216
H 1.6101 -0.9523 3.7683
H 5.0748 -0.9228 1.8269
H -1.1118 0.6317 -2.3377
H -1.4545 2.2677 -1.8215
H 1.6678 2.4120 -5.9317
H 4.1402 0.6857 3.3914
H -3.2053 -1.7412 1.9434
H -6.1241 -3.7288 4.7149
H 0.3954 2.2626 -0.6846
H 3.9916 -0.3643 -0.2040
H 0.8911 1.2572 6.3468
H -1.6949 -2.9572 -0.1583
H 0.3373 1.8001 -6.9461
H 3.0082 -1.0375 4.8685
H -0.3172 -1.5077 -2.2977
H 2.6368 -2.6334 2.5315
H -5.4830 -2.6732 0.1813
H 1.1659 3.3026 -7.3973
*
```

## Properties
Gap between HOMO and LUMO (Eh): 0.3296
Highest occupied orbital energy (eV): -11.7



2.
Molecular formula: C4H16N3O
Method: DFT, ωB97M-V with the def2-TZVPD basis set

Geometry as ORCA input:
```
! wB97M-V def2-TZVPD RIJCOSX def2/J DEFGRID3
* xyz 1 1
O 2.7175 -1.9451 -1.3710
N 0.1559 -1.2899 1.4756
N 0.5499 -0.3127 -1.4372
N -1.7776 0.6166 0.3205
C 0.1084 0.1590 1.9670
C -1.3141 1.4314 -0.7787
C -0.1602 0.9874 -1.7135
C -1.2470 0.7878 1.6339
H 0.4320 -1.9052 2.2284
H 0.5367 -0.6323 -0.4486
H -1.9274 0.5269 2.4505
H -2.1666 1.6630 -1.3980
H -2.0684 -0.3341 0.1013
H 0.3395 0.2532 3.0175
H 1.4961 -0.3796 -1.8201
H 0.0421 -1.0643 -1.9193
H 3.6708 -2.0114 -1.3607
H 0.8366 0.6192 1.3097
H 0.6794 1.6744 -1.6964
H -0.7928 -1.5090 1.3921
H -0.4672 1.0734 -2.7601
H -1.0283 1.8418 1.8608
H 2.4442 -2.6220 -0.7326
H -1.0595 2.3714 -0.3212
*
```

## Properties
Relative energy (zero: lowest compared OMol25 entry of this formula, charge and spin) (kcal per mole): 30.75
Gap between HOMO and LUMO (Eh): 0.3526
Highest occupied orbital energy (eV): -12.6



3.
Molecular formula: CH3NO4S
Method: DFT, ωB97M-V with the def2-TZVPD basis set

Geometry as ORCA input:
```
! wB97M-V def2-TZVPD RIJCOSX def2/J DEFGRID3
* xyz 0 1
S -1.2436 -0.7796 0.7092
O 0.5314 -1.0916 0.3226
O 2.0719 0.4822 -0.3941
O -2.0312 -1.4931 -0.2385
O -0.4736 1.7093 0.5082
N -1.4962 0.8338 0.1581
C 1.7345 -0.5769 -0.0778
H 0.2442 1.5494 -0.2171
H 2.3786 -1.5313 0.0693
H -1.7159 0.8979 -0.8398
*
```

## Properties
Relative energy (zero: lowest compared OMol25 entry of this formula, charge and spin) (kcal per mole): 24.78
Gap between HOMO and LUMO (Eh): 0.4007
Highest occupied orbital energy (eV): -10.6



4.
Molecular formula: C4H11O4
Method: DFT, ωB97M-V with the def2-TZVPD basis set

Geometry as ORCA input:
```
! wB97M-V def2-TZVPD RIJCOSX def2/J DEFGRID3
* xyz -1 1
O 3.3383 -0.0416 0.6415
O -5.1681 -1.0074 -0.4606
O 3.2518 -1.1198 -1.5991
O -2.6028 0.5869 0.3176
C -1.5120 0.5374 -0.2065
C -0.2681 0.9644 0.5080
C 2.1106 0.4320 1.0826
C 0.9839 0.2302 0.0304
H -0.4116 0.8650 1.5803
H -1.4000 0.1403 -1.2284
H 1.8128 -0.1056 1.9978
H 3.2794 -0.5365 -0.2841
H -5.0676 -1.7619 0.1265
H 1.4814 0.6439 -0.8492
H 2.2419 1.4996 1.3088
H -4.3761 -0.4698 -0.3381
H -0.1123 2.0230 0.2922
H 0.8777 -0.8472 -0.0938
H 2.8097 -1.9359 -1.8172
*
```

## Properties
Relative energy (zero: lowest compared OMol25 entry of this formula, charge and spin) (kcal per mole): 52.30
Gap between HOMO and LUMO (Eh): 0.2531
Highest occupied orbital energy (eV): -3.8



5.
Molecular formula: CH2NP3
Method: DFT, ωB97M-V with the def2-TZVPD basis set

Geometry as ORCA input:
```
! wB97M-V def2-TZVPD RIJCOSX def2/J DEFGRID3
* xyz 0 1
P 2.1262 0.2041 -0.3790
P 0.7736 0.1229 -1.8721
P -0.9053 -0.6382 -0.7863
N 0.9777 0.1501 1.0980
C -0.2161 -0.1571 0.8520
H -0.9480 -0.0983 1.5654
H -1.8081 0.4164 -0.4781
*
```

## Properties
Relative energy (zero: lowest compared OMol25 entry of this formula, charge and spin) (kcal per mole): 6.37
Gap between HOMO and LUMO (Eh): 0.3033
SMILES: C1=[PH]=P#P=N1
Highest occupied orbital energy (eV): -9.3



6.
Molecular formula: C20H24BrCl2CoN4O8S2
Method: DFT, ωB97M-V with the def2-TZVPD basis set

Geometry as ORCA input:
```
! wB97M-V def2-TZVPD RIJCOSX def2/J DEFGRID3
* xyz -2 5
Br 4.2689 6.1222 -1.1151
Co -0.4426 0.2083 -2.3970
Cl 0.5865 -3.2461 -0.7895
Cl -1.2651 -4.3118 -5.8724
S 4.5527 -1.3839 0.1599
S -2.7599 0.6547 -0.2105
O 5.2379 -2.5606 -0.4352
O -1.6989 -0.1145 -0.9371
O -0.0837 -1.4607 -3.3237
O 1.3856 1.3572 -2.0926
O -3.9036 -0.0776 0.1833
O -0.5658 2.0792 -2.9751
O -2.8053 2.0242 -0.4438
O -1.5854 0.7256 1.3706
N -0.7875 -2.5703 -3.5739
N -2.2520 -0.5656 3.1051
N 0.2694 5.9734 -2.1656
N -2.2676 1.7839 3.2514
C -2.0081 0.6511 2.5717
C -0.1727 -4.6594 -4.5894
C 0.9182 3.6846 -2.1028
C 3.8532 -1.8635 1.7278
C -2.4224 -1.6928 2.1623
C 2.4921 5.4802 -1.5089
C 0.9223 -5.5270 -4.8071
C -3.4955 0.4919 4.9549
C -0.0581 -3.7803 -3.4083
C 2.0386 -4.7592 -2.7668
C 2.1864 4.1274 -1.6014
C 0.5803 2.3162 -2.4074
C 0.9406 -3.9542 -2.4363
C 0.0218 4.6802 -2.3478
C 1.4502 6.4257 -1.8067
C -2.4957 1.6763 4.7054
C 1.9267 -5.7073 -3.7935
C -1.8476 3.0413 2.6224
C 2.9855 -0.9777 -0.6683
C -2.7909 -0.7410 4.4339
H 2.9820 3.3989 -1.2847
H 4.7494 -1.9771 2.4602
H 1.0255 -5.8567 -5.8620
H 1.6196 7.4881 -1.9064
H -3.4253 -1.6972 1.6908
H -1.2019 2.7710 1.7965
H -1.9658 -0.9917 5.0829
H -2.8891 2.6078 5.0096
H 2.2494 -0.5473 -0.0352
H 2.5917 -1.8802 -1.2006
H -3.7216 0.3870 6.0538
H -2.3567 -2.6428 2.7081
H -2.7259 3.6042 2.2708
H 3.3396 -0.2142 -1.3711
H -1.5066 1.4799 5.2907
H -3.4618 -1.6324 4.3534
H 2.5713 -6.5826 -3.7552
H 3.3339 -2.8184 1.6353
H 2.9576 -4.7154 -2.1763
H -1.6205 -1.6915 1.3684
H 3.1961 -1.0157 2.0060
H -0.9958 4.5804 -2.5512
H -1.2156 3.6869 3.3069
H -4.4381 0.7088 4.4366
*
```

## Properties
Relative energy (zero: lowest compared OMol25 entry of this formula, charge and spin) (kcal per mole): 135.66
Gap between HOMO and LUMO (spin up / spin down) (Eh): 0.0747 / 0.0922
Highest occupied orbital energy (spin up / spin down) (eV): 0.9 / 0.4



no.,DFT total energy (eV)
1,-61252.2769
2,-10918.5238
3,-21597.5447
4,-12516.3409
5,-30424.1674
6,-197848.5030